# C4H9N3O

One molecule with the formula C4H9N3O (ωB97M-V with the def2-TZVPD basis set, OMol25).

* energy relative to the best compared isomer or geometry (same formula, charge and spin): 1.480 eV
* total charge: 0
* total energy: -10810.9814 eV
* SMILES: C=C(/N=C\O)C(N)N
* E_LUMO: 0.7 eV

Element x y z (Å)
C (-1.904, 0.999, 0.570)
C (-0.796, 0.261, 0.444)
N (-0.541, -0.657, 1.443)
C (0.095, -1.746, 1.418)
O (0.682, -2.391, 0.430)
C (0.184, 0.616, -0.673)
N (0.634, -0.562, -1.439)
N (1.361, 1.234, -0.096)
H (-2.590, 0.823, 1.380)
H (-2.169, 1.755, -0.147)
H (0.159, -2.286, 2.360)
H (0.671, -1.809, -0.395)
H (-0.351, 1.308, -1.357)
H (0.043, -0.721, -2.248)
H (1.595, -0.430, -1.739)
H (1.137, 1.705, 0.783)
H (1.790, 1.901, -0.734)

---

# C50H46BrN7OPtS3

C50H46BrN7OPtS3 as an isolated structure (ωB97M-V with the def2-TZVPD basis set, OMol25).

* ⟨S²⟩: 6.017
* 2S+1: 5
* energy relative to the best compared isomer or geometry (same formula, charge and spin): 0.000 eV
* total charge: +4
* total energy: -170826.6844 eV
* E_LUMO (spin up / spin down): -9.1 / -11.7 eV

Element x y z (Å)
Pt (-0.462, 0.693, -1.231)
N (-0.401, -0.138, 0.618)
S (2.432, -3.157, 1.152)
N (3.017, -2.711, 2.631)
S (2.211, -2.220, 3.858)
N (1.592, -0.741, 3.815)
S (0.394, -0.025, 3.107)
N (0.383, -0.452, 1.541)
C (-1.126, -0.497, 3.925)
C (-2.301, -0.558, 3.189)
C (-3.466, -0.923, 3.845)
C (-3.437, -1.211, 5.205)
C (-2.245, -1.149, 5.919)
C (-1.069, -0.790, 5.281)
C (0.769, 1.682, 3.501)
C (1.867, 2.261, 2.880)
C (2.221, 3.546, 3.253)
C (1.478, 4.222, 4.217)
C (0.373, 3.624, 4.809)
C (-0.005, 2.340, 4.446)
C (0.948, -3.384, 4.354)
C (1.068, -4.023, 5.580)
C (0.094, -4.941, 5.946)
C (-0.974, -5.196, 5.098)
C (-1.075, -4.548, 3.871)
C (-0.107, -3.637, 3.486)
C (3.416, -2.102, 5.134)
C (4.527, -2.934, 5.059)
C (5.444, -2.898, 6.095)
C (5.239, -2.050, 7.178)
C (4.119, -1.227, 7.233)
C (3.190, -1.249, 6.208)
C (2.144, -4.910, 1.368)
C (1.043, -5.434, 0.698)
C (0.725, -6.772, 0.863)
C (1.502, -7.572, 1.692)
C (2.592, -7.033, 2.366)
C (2.910, -5.692, 2.223)
C (3.971, -3.002, 0.255)
C (4.121, -1.802, -0.431)
C (5.313, -1.546, -1.087)
C (6.335, -2.487, -1.057)
C (6.161, -3.691, -0.386)
C (4.970, -3.961, 0.272)
H (-2.303, -0.332, 2.130)
H (-4.397, -0.977, 3.298)
H (-4.352, -1.483, 5.714)
H (-2.231, -1.368, 6.978)
H (-0.134, -0.726, 5.821)
H (2.438, 1.718, 2.135)
H (3.079, 4.019, 2.796)
H (1.765, 5.224, 4.507)
H (-0.201, 4.155, 5.556)
H (-0.865, 1.867, 4.901)
H (1.903, -3.817, 6.236)
H (0.175, -5.453, 6.895)
H (-1.733, -5.908, 5.393)
H (-1.908, -4.756, 3.212)
H (-0.168, -3.137, 2.527)
H (4.670, -3.581, 4.206)
H (6.319, -3.532, 6.059)
H (5.958, -2.031, 7.985)
H (3.972, -0.568, 8.077)
H (2.316, -0.612, 6.232)
H (0.449, -4.794, 0.057)
H (-0.130, -7.193, 0.351)
H (1.248, -8.615, 1.825)
H (3.202, -7.662, 3.000)
H (3.738, -5.262, 2.770)
H (3.307, -1.085, -0.445)
H (5.450, -0.617, -1.623)
H (7.270, -2.285, -1.562)
H (6.954, -4.426, -0.373)
H (4.838, -4.910, 0.772)
C (-5.546, 2.889, -3.382)
C (-4.483, 2.917, -2.332)
C (-4.393, 3.951, -1.398)
C (-3.338, 4.002, -0.501)
C (-2.397, 2.998, -0.581)
Br (-0.784, 3.065, 0.441)
N (-2.489, 1.968, -1.402)
C (-3.512, 1.922, -2.259)
H (-6.537, 2.909, -2.926)
H (-5.473, 2.006, -4.013)
H (-5.469, 3.776, -4.012)
H (-5.145, 4.732, -1.384)
H (-3.234, 4.803, 0.217)
H (-3.568, 1.059, -2.911)
C (1.729, -2.741, -3.745)
C (0.656, -1.798, -3.285)
O (0.675, -1.306, -2.134)
N (-0.300, -1.525, -4.179)
C (-1.383, -0.588, -3.941)
C (-0.917, 0.827, -4.207)
C (-0.994, 1.377, -5.474)
C (-0.479, 2.646, -5.703)
C (0.108, 3.329, -4.649)
C (0.149, 2.724, -3.408)
N (-0.353, 1.501, -3.186)
H (2.099, -3.329, -2.911)
H (2.565, -2.156, -4.135)
H (1.370, -3.405, -4.529)
H (-0.225, -1.931, -5.099)
H (-1.700, -0.691, -2.900)
H (-2.222, -0.855, -4.580)
H (-1.451, 0.818, -6.280)
H (-0.532, 3.086, -6.690)
H (0.528, 4.315, -4.785)
H (0.600, 3.231, -2.565)

---

# C8H44N10O14

A 14-piece molecular cluster, C8H44N10O14 overall (ωB97M-V with the def2-TZVPD basis set, OMol25).

* ⟨S²⟩: 0.751
* 2S+1: 2
* total charge: -1
* total energy: -52579.7826 eV
* E_LUMO (spin up / spin down): 2.1 / 2.1 eV

Element x y z (Å)
O (-14.750, 16.666, -17.064)
H (-15.678, 16.698, -16.833)
H (-14.680, 15.935, -17.678)
O (-14.297, 12.084, -18.457)
H (-13.641, 12.417, -17.844)
H (-14.693, 11.341, -18.002)
O (-16.839, 13.851, -13.725)
H (-17.500, 14.041, -14.391)
H (-16.545, 12.962, -13.925)
O (-11.331, 10.766, -15.654)
H (-11.391, 9.812, -15.597)
H (-12.019, 11.085, -15.071)
O (-11.788, 13.341, -17.608)
H (-11.110, 13.537, -16.962)
H (-11.420, 13.637, -18.440)
O (-15.094, 9.694, -16.107)
H (-15.905, 9.204, -15.977)
H (-15.050, 10.290, -15.359)
O (-11.580, 15.508, -15.080)
H (-11.931, 16.359, -15.341)
H (-10.868, 15.341, -15.698)
O (-16.682, 13.776, -17.055)
H (-17.601, 14.040, -17.102)
H (-16.304, 14.074, -17.883)
C (-13.732, 12.738, -14.522)
O (-14.157, 11.637, -14.231)
N (-12.746, 13.321, -13.970)
N (-14.322, 13.548, -15.315)
H (-12.329, 14.177, -14.307)
H (-12.391, 12.950, -13.100)
H (-13.861, 14.435, -15.453)
H (-15.144, 13.271, -15.834)
C (-14.902, 15.950, -10.322)
O (-15.411, 16.993, -9.914)
N (-15.219, 14.749, -9.945)
N (-13.929, 15.892, -11.204)
H (-14.660, 14.028, -10.379)
H (-15.993, 14.597, -9.314)
H (-13.504, 16.767, -11.475)
H (-13.799, 15.074, -11.783)
C (-17.003, 17.822, -14.039)
O (-17.622, 17.775, -15.070)
N (-17.365, 18.612, -13.092)
N (-15.972, 17.101, -13.656)
H (-18.097, 19.300, -13.203)
H (-16.937, 18.512, -12.182)
H (-15.763, 16.349, -14.297)
H (-15.506, 17.240, -12.770)
C (-11.360, 12.642, -10.723)
O (-11.769, 12.204, -11.793)
N (-10.382, 13.549, -10.678)
N (-11.664, 12.152, -9.540)
H (-10.202, 13.924, -11.598)
H (-9.822, 13.824, -9.884)
H (-12.345, 11.411, -9.449)
H (-11.275, 12.453, -8.658)
C (-15.610, 9.651, -11.775)
O (-16.295, 8.865, -11.209)
N (-14.817, 9.436, -12.797)
N (-15.618, 10.905, -11.497)
H (-14.464, 10.216, -13.334)
H (-15.049, 8.555, -13.233)
H (-15.918, 11.241, -10.593)
H (-14.925, 11.372, -12.065)
C (-7.642, 14.902, -11.876)
C (-8.532, 14.846, -13.087)
C (-8.483, 13.494, -13.792)
O (-9.767, 15.197, -12.721)
H (-8.070, 14.223, -11.140)
H (-7.647, 15.853, -11.343)
H (-6.594, 14.627, -11.995)
H (-8.186, 15.575, -13.820)
H (-8.121, 13.606, -14.813)
H (-9.432, 12.957, -13.817)
H (-7.825, 12.827, -13.234)
H (-10.174, 15.460, -13.550)

---

# C30H32InN4O2

C30H32InN4O2 as an isolated structure (ωB97M-V with the def2-TZVPD basis set, OMol25).

* total charge: +1
* total energy: -46854.2379 eV
* E_LUMO (spin up / spin down): -4.1 / -4.9 eV

Element x y z (Å)
In (1.927, -0.646, 0.062)
O (2.138, 2.842, 2.273)
C (2.173, 1.684, 1.942)
N (2.881, 1.097, 0.909)
C (3.802, 1.809, 0.168)
O (4.166, 2.947, 0.330)
C (4.430, 0.989, -0.944)
C (5.456, 1.537, -1.693)
C (6.026, 0.769, -2.694)
C (5.554, -0.515, -2.918)
C (4.520, -0.987, -2.135)
N (3.975, -0.250, -1.163)
C (1.380, 0.661, 2.751)
C (0.650, 1.090, 3.843)
C (-0.008, 0.145, 4.613)
C (0.095, -1.196, 4.274)
C (0.824, -1.542, 3.154)
N (1.452, -0.634, 2.400)
H (5.781, 2.542, -1.468)
H (6.832, 1.169, -3.296)
H (5.980, -1.147, -3.685)
H (4.113, -1.980, -2.277)
H (0.633, 2.146, 4.070)
H (-0.586, 0.449, 5.476)
H (-0.379, -1.967, 4.866)
H (0.927, -2.577, 2.855)
C (-3.474, 3.695, -0.514)
C (-2.097, 3.090, -0.624)
C (-0.981, 3.894, -0.873)
C (0.308, 3.360, -1.013)
C (1.493, 4.243, -1.309)
C (0.461, 2.006, -0.852)
C (-0.623, 1.139, -0.528)
C (-1.922, 1.728, -0.473)
N (-0.343, -0.142, -0.182)
C (-1.337, -1.246, -0.263)
C (-0.560, -2.573, -0.193)
C (-1.498, -3.784, -0.224)
C (-2.297, -3.753, -1.529)
C (-3.095, -2.450, -1.599)
C (-4.051, -2.367, -0.402)
C (-3.250, -2.416, 0.905)
C (-2.451, -3.718, 0.972)
C (-2.294, -1.219, 0.957)
C (-2.137, -1.250, -1.579)
H (-3.442, 4.779, -0.610)
H (-3.929, 3.455, 0.448)
H (-4.131, 3.308, -1.295)
H (-1.117, 4.965, -0.980)
H (1.177, 5.210, -1.698)
H (2.157, 3.779, -2.039)
H (2.076, 4.409, -0.400)
H (1.437, 1.580, -1.055)
H (-2.786, 1.127, -0.248)
H (0.034, -2.587, 0.730)
H (0.131, -2.625, -1.042)
H (-0.900, -4.695, -0.175)
H (-2.970, -4.613, -1.577)
H (-1.619, -3.824, -2.385)
H (-3.668, -2.418, -2.527)
H (-4.758, -3.200, -0.437)
H (-4.638, -1.444, -0.450)
H (-3.929, -2.353, 1.757)
H (-3.126, -4.577, 0.959)
H (-1.885, -3.765, 1.910)
H (-1.694, -1.238, 1.872)
H (-2.872, -0.296, 0.975)
H (-2.706, -0.333, -1.707)
H (-1.435, -1.311, -2.418)

---

# C20H19ClN4O2

One molecule with the formula C20H19ClN4O2 (ωB97M-V with the def2-TZVPD basis set, OMol25).

* energy relative to the best compared isomer or geometry (same formula, charge and spin): 0.062 eV
* total charge: 0
* total energy: -43627.4097 eV
* SMILES: O=c1cc(N2CCN(c3ccccc3)CC2)[nH]c(=O)n1-c1ccccc1Cl
* E_LUMO: 0.4 eV

Element x y z (Å)
O (-2.667, 1.357, 3.268)
C (-1.689, 0.966, 2.667)
C (-1.704, 0.145, 1.497)
C (-0.556, -0.249, 0.871)
N (-0.498, -0.978, -0.274)
C (0.713, -1.683, -0.662)
C (0.352, -2.755, -1.695)
N (-0.244, -2.156, -2.859)
C (0.494, -1.856, -3.996)
C (1.864, -2.108, -4.114)
C (2.539, -1.831, -5.288)
C (1.880, -1.286, -6.375)
C (0.524, -1.029, -6.273)
C (-0.160, -1.308, -5.107)
C (-1.380, -1.301, -2.544)
C (-1.688, -1.266, -1.045)
N (0.641, 0.121, 1.432)
C (0.781, 0.905, 2.564)
O (1.878, 1.158, 3.003)
N (-0.395, 1.322, 3.124)
C (-0.305, 2.222, 4.225)
C (-0.706, 1.826, 5.491)
C (-0.627, 2.711, 6.551)
C (-0.140, 3.991, 6.351)
C (0.257, 4.398, 5.090)
C (0.166, 3.516, 4.027)
Cl (0.621, 4.029, 2.446)
H (-2.679, -0.147, 1.153)
H (1.433, -0.990, -1.119)
H (1.174, -2.156, 0.213)
H (-0.360, -3.462, -1.257)
H (1.238, -3.322, -1.973)
H (2.430, -2.515, -3.291)
H (3.598, -2.035, -5.345)
H (2.414, -1.067, -7.287)
H (-0.012, -0.608, -7.111)
H (-1.220, -1.116, -5.067)
H (-2.278, -1.658, -3.063)
H (-1.172, -0.279, -2.884)
H (-2.413, -0.469, -0.877)
H (-2.145, -2.212, -0.725)
H (1.515, -0.129, 0.994)
H (-1.086, 0.826, 5.630)
H (-0.945, 2.398, 7.534)
H (-0.073, 4.681, 7.178)
H (0.629, 5.397, 4.922)

---

# C10H14BBrN6Sn

C10H14BBrN6Sn as an isolated structure (ωB97M-V with the def2-TZVPD basis set, OMol25).

* energy relative to the best compared isomer or geometry (same formula, charge and spin): 0.000 eV
* total charge: +2
* total energy: -96072.2558 eV
* E_LUMO: -11.1 eV

Element x y z (Å)
C (-1.238, 2.838, 0.740)
N (-0.653, 1.685, 0.359)
N (-0.581, 1.664, -1.009)
C (-1.076, 2.818, -1.489)
C (-1.490, 3.592, -0.408)
B (-0.149, 0.396, -1.801)
N (1.250, -0.039, -1.286)
N (1.450, -0.337, 0.030)
C (2.708, -0.795, 0.182)
C (3.319, -0.790, -1.074)
C (2.370, -0.311, -1.976)
Sn (-0.128, -0.032, 1.641)
N (-1.112, -0.746, -1.341)
N (-1.212, -1.135, -0.040)
C (-2.145, -2.089, 0.063)
C (-2.626, -2.348, -1.223)
C (-1.959, -1.480, -2.079)
H (-2.439, -2.504, 1.015)
H (-2.000, -1.308, -3.144)
H (-3.369, -3.068, -1.501)
H (-0.181, 0.550, -2.988)
H (2.389, -0.141, -3.039)
H (-1.088, 2.975, -2.556)
H (4.317, -1.094, -1.303)
H (-1.922, 4.572, -0.456)
H (3.093, -1.107, 1.145)
H (-1.471, 3.047, 1.777)
H (1.159, -1.816, 3.276)
C (1.640, -0.953, 3.744)
H (2.731, -1.082, 3.678)
H (1.369, 0.015, 3.274)
H (1.337, -0.919, 4.801)
Br (-2.294, -0.060, 2.989)

---

# C8H12F6KO4

C8H12F6KO4 as an isolated structure (ωB97M-V with the def2-TZVPD basis set, OMol25).

* energy relative to the best compared isomer or geometry (same formula, charge and spin): 0.622 eV
* total charge: -1
* total energy: -49310.5848 eV
* E_LUMO: 1.9 eV

Element x y z (Å)
K (-17.111, 26.452, 18.252)
C (-15.371, 29.074, 15.834)
O (-14.809, 28.512, 14.702)
O (-15.515, 27.961, 16.651)
C (-14.751, 30.360, 16.488)
F (-13.484, 30.404, 16.718)
F (-15.127, 31.513, 15.909)
F (-15.219, 30.452, 17.733)
C (-15.223, 28.975, 13.392)
C (-14.518, 28.002, 12.413)
H (-14.911, 28.202, 11.417)
H (-13.437, 28.095, 12.312)
H (-14.866, 26.988, 12.612)
H (-14.870, 29.969, 13.117)
H (-16.278, 28.743, 13.248)
H (-16.375, 29.315, 15.484)
C (-19.098, 23.679, 16.107)
O (-19.673, 24.742, 15.431)
O (-17.823, 24.050, 16.673)
C (-20.017, 22.893, 17.172)
F (-19.381, 21.902, 17.723)
F (-20.532, 23.627, 18.071)
F (-21.013, 22.348, 16.464)
C (-20.300, 25.777, 16.171)
C (-20.451, 27.007, 15.276)
H (-21.176, 27.735, 15.639)
H (-19.489, 27.520, 15.298)
H (-20.663, 26.752, 14.237)
H (-19.813, 26.064, 17.103)
H (-21.295, 25.393, 16.398)
H (-18.934, 22.978, 15.288)

---

# C30H30BrIN5O2PRh

C30H30BrIN5O2PRh as an isolated structure (ωB97M-V with the def2-TZVPD basis set, OMol25).

* energy relative to the best compared isomer or geometry (same formula, charge and spin): 0.143 eV
* total charge: +1
* total energy: -133577.3102 eV
* E_LUMO: -3.5 eV

Element x y z (Å)
Rh (-0.519, -0.696, 0.860)
C (4.180, -0.347, 0.534)
C (3.369, -0.136, -0.711)
N (3.994, 0.182, -1.810)
C (3.298, 0.379, -2.956)
C (1.942, 0.271, -3.043)
C (1.259, 0.561, -4.356)
O (0.412, -0.492, -4.806)
C (1.219, -0.066, -1.858)
C (-0.212, -0.116, -1.951)
N (-1.092, -0.187, -1.001)
C (-2.481, -0.049, -1.364)
C (-2.867, 0.510, -2.588)
C (-4.198, 0.601, -2.948)
C (-5.196, 0.159, -2.091)
C (-4.845, -0.341, -0.851)
C (-3.506, -0.425, -0.500)
I (-3.072, -1.041, 1.438)
C (1.934, -0.277, -0.671)
O (1.411, -0.599, 0.472)
H (5.032, -0.985, 0.303)
H (3.592, -0.799, 1.328)
H (4.580, 0.606, 0.887)
H (3.888, 0.643, -3.825)
H (2.019, 0.800, -5.103)
H (0.613, 1.438, -4.268)
H (0.958, -1.245, -5.053)
H (-0.584, -0.071, -2.965)
H (-2.128, 0.904, -3.269)
H (-4.454, 1.035, -3.905)
H (-6.238, 0.222, -2.374)
H (-5.609, -0.658, -0.153)
Br (0.281, -1.467, 3.118)
C (0.590, -3.276, 2.551)
C (1.166, -4.129, 3.437)
C (1.362, -5.468, 3.036)
C (0.959, -5.871, 1.798)
C (0.351, -4.971, 0.886)
C (-0.087, -5.408, -0.387)
C (-0.691, -4.533, -1.235)
C (-0.859, -3.176, -0.869)
C (-0.436, -2.686, 0.337)
C (0.164, -3.611, 1.249)
H (1.463, -3.799, 4.422)
H (1.822, -6.164, 3.723)
H (1.096, -6.900, 1.489)
H (0.059, -6.444, -0.662)
H (-1.039, -4.867, -2.204)
H (-1.347, -2.532, -1.589)
C (-1.113, 4.654, 1.351)
N (-0.013, 4.196, 0.502)
C (1.240, 4.305, 1.251)
N (1.224, 3.596, 2.530)
C (0.089, 4.077, 3.318)
N (-1.199, 3.957, 2.634)
C (-1.587, 2.560, 2.462)
P (-0.353, 1.638, 1.439)
C (-0.231, 2.833, 0.031)
C (1.174, 2.150, 2.347)
H (-2.055, 4.533, 0.812)
H (-0.965, 5.716, 1.553)
H (1.421, 5.361, 1.454)
H (2.058, 3.923, 0.638)
H (0.255, 5.133, 3.535)
H (0.048, 3.532, 4.262)
H (-2.574, 2.501, 1.996)
H (-1.660, 2.077, 3.441)
H (-1.149, 2.787, -0.562)
H (0.596, 2.531, -0.617)
H (2.051, 1.806, 1.794)
H (1.194, 1.657, 3.323)